No. 1
{
  "formula": "C7H10N4",
  "method": "wB97M-V/def2-TZVPD",
  "spin_multiplicity": 1,
  "gap_ev": [7.084, 7.480],
  "energy_ev": -13376.1956,
  "e_homo_ha": [-0.249, -0.257],
  "species": ["N", "N", "N", "N", "C", "C", "C", "C", "C", "C", "C", "H", "H", "H", "H", "H", "H", "H", "H", "H", "H"],
  "coordinates": [[0.156, -1.693, -1.118], [-0.990, -1.865, -0.411], [-0.261, 1.167, -1.537], [-1.081, 1.039, -0.516], [0.599, -1.314, 1.063], [-0.673, -1.665, 0.852], [-2.288, 0.497, -0.653], [1.264, -1.292, -0.286], [-0.477, 1.564, 0.632], [0.794, 1.899, 0.288], [0.870, 1.649, -1.112], [-0.958, 1.724, 1.614], [-2.887, 0.657, 0.255], [1.756, 1.917, -1.774], [0.117, -1.903, -2.066], [1.026, -1.270, 2.056], [1.665, -0.202, -0.365], [-1.363, -1.754, 1.702], [2.188, -1.852, -0.228], [-2.519, 0.570, -1.712], [1.609, 2.306, 0.980]]
}

=====

No. 2
{
  "formula": "C7H10N6",
  "method": "wB97M-V/def2-TZVPD",
  "spin_multiplicity": 1,
  "smiles": "C/C1=N\\CC[NH+]=C=[N+]2N=CN=C2N1",
  "gap_ev": 7.655,
  "total_charge": 2,
  "energy_ev": -16339.4709,
  "e_homo_ha": -0.658,
  "species": ["N", "N", "N", "N", "N", "N", "C", "C", "C", "C", "C", "C", "C", "H", "H", "H", "H", "H", "H", "H", "H", "H", "H"],
  "coordinates": [[-1.752, -2.560, -0.826], [0.320, 0.939, -0.008], [0.397, -3.094, -0.791], [1.427, -1.082, -0.092], [-2.192, 0.641, 0.072], [-1.057, -1.451, -0.522], [-1.760, 1.883, 0.692], [-0.351, 2.154, 0.131], [-0.862, -3.518, -1.006], [2.862, 0.817, 0.320], [1.416, 0.248, 0.158], [-1.435, -0.290, -0.193], [0.348, -1.825, -0.470], [2.700, 1.942, 0.107], [3.239, 0.497, 1.293], [-3.235, 0.595, 0.231], [-0.420, 2.559, -0.993], [0.218, 2.971, 0.717], [-1.747, 1.596, 1.839], [-1.309, -4.532, -1.140], [3.529, 0.372, -0.299], [2.218, -1.483, 0.261], [-2.554, 2.622, 0.520]]
}

=====

No. 3
{
  "formula": "C7H10NO3",
  "method": "wB97M-V/def2-TZVPD",
  "spin_multiplicity": 1,
  "gap_ev": [6.754, 7.684],
  "total_charge": 1,
  "energy_ev": -15041.5190,
  "e_homo_ha": [-0.441, -0.446],
  "species": ["O", "O", "O", "N", "C", "C", "C", "C", "C", "C", "C", "H", "H", "H", "H", "H", "H", "H", "H", "H", "H"],
  "coordinates": [[2.752, -1.703, 1.370], [-1.154, -0.211, -0.460], [1.629, 1.940, 0.090], [0.781, -0.904, 0.412], [1.826, -1.302, 0.841], [1.607, 3.041, 0.743], [-1.829, -0.847, 0.627], [0.742, 1.657, -0.987], [0.874, 0.392, -1.719], [-2.098, -2.385, 0.330], [0.155, -0.264, -0.601], [0.407, 0.443, -2.661], [-2.988, -2.672, 0.969], [2.339, 3.153, 1.591], [-2.726, -0.108, 0.916], [-1.169, -0.753, 1.508], [-1.159, -2.966, 0.482], [-2.594, -2.592, -0.622], [1.759, -0.008, -2.052], [-0.170, 2.339, -1.067], [1.017, 3.749, 0.290]]
}

=====

No. 4
{
  "formula": "C7H10NSe",
  "method": "wB97M-V/def2-TZVPD",
  "spin_multiplicity": 1,
  "gap_ev": [6.161, 7.386],
  "total_charge": 1,
  "energy_ev": -74246.6210,
  "e_homo_ha": [-0.417, -0.437],
  "species": ["Se", "N", "C", "C", "C", "C", "C", "C", "C", "H", "H", "H", "H", "H", "H", "H", "H", "H", "H"],
  "coordinates": [[2.448, 0.588, -0.324], [-0.819, -0.277, 0.127], [-2.076, 1.280, -1.062], [-0.192, -1.449, 0.045], [-0.540, 0.654, 1.081], [-1.645, -0.002, -0.932], [2.339, -1.148, -0.118], [-1.110, 1.871, 0.964], [-1.979, 2.192, -0.050], [-2.432, 3.203, -0.090], [-1.108, 2.583, 1.734], [2.094, -1.760, -0.955], [-1.874, -0.764, -1.625], [0.253, -1.852, 0.888], [0.066, 0.528, 1.936], [3.177, 0.908, 0.781], [2.306, -1.535, 0.866], [-2.667, 1.541, -1.979], [-0.527, -2.140, -0.684]]
}

=====

No. 5
{
  "formula": "C7H10O",
  "method": "wB97M-V/def2-TZVPD",
  "spin_multiplicity": 2,
  "s_squared": 0.766,
  "gap_ev": [5.970, 4.739],
  "total_charge": -1,
  "energy_ev": -9462.2364,
  "e_homo_ha": [-0.087, -0.056],
  "species": ["O", "C", "C", "C", "C", "C", "C", "C", "H", "H", "H", "H", "H", "H", "H", "H", "H", "H"],
  "coordinates": [[-1.144, 2.443, -2.582], [0.246, 1.506, -0.507], [-0.201, -1.460, 1.181], [-0.158, -2.664, 1.710], [0.349, -3.783, 2.200], [0.114, -0.156, 1.853], [0.748, 1.086, -1.808], [-0.140, 2.473, -1.802], [0.319, 3.456, -1.616], [-0.352, -4.417, 2.740], [-0.622, 0.061, 2.623], [-0.682, -1.275, 0.219], [1.778, 1.208, -2.111], [0.981, 1.803, 0.235], [0.158, 0.316, -2.289], [1.159, -0.032, 2.130], [-0.711, 1.217, -0.091], [1.358, -4.148, 2.070]]
}

=====

No. 6
{
  "formula": "C7H10O",
  "method": "wB97M-V/def2-TZVPD",
  "spin_multiplicity": 1,
  "smiles": "O[C@H]1C=C[C@H]2CC[C@H]12",
  "gap_ev": 10.024,
  "energy_ev": -9465.6056,
  "e_homo_ha": -0.334,
  "species": ["O", "C", "C", "C", "C", "C", "C", "C", "H", "H", "H", "H", "H", "H", "H", "H", "H", "H"],
  "coordinates": [[2.306, -1.033, -0.247], [-1.562, -1.343, 0.047], [-0.186, -0.601, -0.179], [0.007, 1.728, -0.063], [1.276, 1.227, -0.100], [-2.237, 0.097, -0.213], [1.242, -0.291, 0.319], [-0.940, 0.627, 0.364], [-0.095, -0.596, -1.273], [-1.839, -2.152, -0.628], [1.354, -0.267, 1.395], [-2.412, 0.314, -1.269], [-0.198, 2.726, -0.326], [-1.697, -1.681, 1.154], [2.849, -1.390, 0.444], [-3.153, 0.299, 0.327], [2.208, 1.686, -0.312], [-1.061, 0.657, 1.416]]
}

=====

No. 7
{
  "formula": "C7H10O",
  "method": "wB97M-V/def2-TZVPD",
  "spin_multiplicity": 1,
  "gap_ev": 9.778,
  "energy_ev": -9464.5433,
  "e_homo_ha": -0.334,
  "species": ["O", "C", "C", "C", "C", "C", "C", "C", "H", "H", "H", "H", "H", "H", "H", "H", "H", "H"],
  "coordinates": [[2.748, 0.915, 0.709], [-1.551, 0.754, 1.187], [-1.098, -0.799, -1.260], [-0.887, -1.336, 0.129], [-1.610, 0.514, -1.237], [-1.295, -0.615, 1.308], [2.924, -0.079, -0.258], [-1.745, 1.318, -0.139], [-1.621, 0.881, -2.220], [-1.417, 1.480, 2.040], [-0.883, -1.094, 2.199], [1.887, -0.236, -1.156], [-1.144, -1.207, -2.206], [2.590, -1.180, 0.283], [3.977, -0.058, -0.671], [-0.312, -2.317, 0.324], [-2.301, 2.316, -0.201], [1.739, 0.743, 1.169]]
}

=====

No. 8
{
  "formula": "C7H10O",
  "method": "wB97M-V/def2-TZVPD",
  "spin_multiplicity": 1,
  "gap_ev": 8.875,
  "energy_ev": -9462.5855,
  "e_homo_ha": -0.289,
  "species": ["O", "C", "C", "C", "C", "C", "C", "C", "H", "H", "H", "H", "H", "H", "H", "H", "H", "H"],
  "coordinates": [[2.210, -1.213, -1.649], [-0.358, 2.415, 0.891], [-0.979, 1.244, 0.907], [0.981, -0.878, 1.180], [-0.092, -0.393, 0.291], [-0.300, 0.061, -1.000], [-1.233, -1.006, -0.477], [1.061, -1.015, -1.952], [-2.247, -0.737, -0.204], [-1.129, -2.017, -0.856], [-1.890, 1.081, 1.481], [0.571, -1.263, 2.116], [-0.717, 3.277, 1.452], [0.690, -1.300, -2.976], [-0.349, 0.946, -1.612], [1.687, -0.076, 1.403], [1.528, -1.682, 0.673], [0.566, 2.558, 0.332]]
}

=====

No. 9
{
  "formula": "C7H10O",
  "method": "wB97M-V/def2-TZVPD",
  "spin_multiplicity": 1,
  "smiles": "C=CC(=C)CCC=O",
  "gap_ev": 10.226,
  "energy_ev": -9465.9709,
  "e_homo_ha": -0.346,
  "species": ["O", "C", "C", "C", "C", "C", "C", "C", "H", "H", "H", "H", "H", "H", "H", "H", "H", "H"],
  "coordinates": [[-0.831, -3.095, 0.590], [1.622, 2.069, 1.369], [0.772, 1.864, 0.367], [-1.046, -2.491, -0.421], [-0.149, 0.745, 0.192], [0.157, -1.690, -0.912], [-1.308, 0.689, 0.885], [-0.014, -0.184, -0.992], [0.950, 0.152, -1.433], [2.259, 2.945, 1.427], [1.026, -1.942, -0.310], [0.366, -2.199, -1.928], [-0.611, 0.178, -1.829], [-2.072, 0.019, 0.688], [0.778, 2.539, -0.467], [-1.529, 1.450, 1.568], [1.572, 1.514, 2.242], [-1.942, -2.562, -1.036]]
}

=====

No. 10
{
  "formula": "C7H10O",
  "method": "wB97M-V/def2-TZVPD",
  "spin_multiplicity": 1,
  "gap_ev": [8.380, 8.375],
  "energy_ev": -9463.1742,
  "e_homo_ha": [-0.280, -0.280],
  "species": ["O", "C", "C", "C", "C", "C", "C", "C", "H", "H", "H", "H", "H", "H", "H", "H", "H", "H"],
  "coordinates": [[-1.516, -0.660, 1.027], [1.566, 0.342, 0.327], [2.404, 1.321, 0.228], [1.321, -1.082, 0.455], [-1.255, 0.401, 0.193], [-2.140, 1.547, -0.105], [0.246, -1.589, -0.527], [-1.112, -0.943, -0.317], [-1.902, -1.379, -0.929], [-3.178, 1.306, 0.144], [-2.066, 1.799, -1.162], [0.144, -2.670, -0.405], [3.485, 1.174, 0.218], [0.555, -1.389, -1.555], [2.091, 2.352, 0.162], [-1.849, 2.419, 0.482], [2.237, -1.670, 0.293], [0.968, -1.278, 1.474]]
}

=====

Here are the calculated M numbers, same order: 150.19 178.20 156.16 187.12 110.16 110.16 110.16 110.16 110.16 110.16 (Da).